# C36H57BN8O9Pb

A molecular structure, C36H57BN8O9Pb (ωB97M-V/def2-TZVPD, the OMol25 dataset).

```
! wB97M-V def2-TZVPD RIJCOSX def2/J DEFGRID3
* xyz 0 1
Pb 7.94 5.28 -5.10
O 0.06 4.26 -1.76
C 0.33 3.20 -1.26
O -0.49 2.24 -0.86
B 0.12 0.99 -0.45
O 1.51 1.23 -0.58
C 1.74 2.54 -1.12
O 2.81 2.97 -1.41
O -0.25 -0.12 -1.34
C -1.07 -0.88 -0.70
O -1.72 -1.80 -1.22
C -1.20 -0.40 0.76
O -0.29 0.61 0.92
O -1.78 -1.04 1.63
O 4.28 7.10 -5.82
H 3.85 6.67 -5.06
C 11.10 7.89 4.21
C 10.72 6.43 4.70
C 11.00 5.27 3.78
C 10.48 5.30 2.39
N 9.97 5.42 1.36
H 10.49 8.59 4.78
H 10.70 8.07 3.22
H 12.16 8.15 4.24
H 9.64 6.38 4.82
H 11.19 6.46 5.68
H 10.60 4.39 4.28
H 12.08 5.20 3.69
C -2.25 4.31 6.32
C -2.58 5.28 7.47
C -1.61 5.09 8.62
C -0.16 5.10 8.18
N 0.92 5.05 7.76
H -1.26 4.48 5.88
H -3.05 4.46 5.59
H -2.36 3.27 6.64
H -3.63 5.11 7.72
H -2.54 6.32 7.16
H -1.79 4.08 8.98
H -1.88 5.74 9.45
C -7.03 -6.60 -6.08
C -7.76 -7.37 -7.21
C -6.77 -7.98 -8.30
C -5.37 -8.21 -8.09
N -4.23 -8.44 -7.83
H -6.70 -5.63 -6.43
H -6.14 -7.16 -5.77
H -7.60 -6.57 -5.15
H -8.42 -6.78 -7.85
H -8.40 -8.11 -6.72
H -6.85 -7.31 -9.15
H -7.27 -8.87 -8.69
C 5.40 -3.47 -2.30
C 6.65 -3.64 -1.43
C 7.97 -3.18 -2.16
C 7.87 -2.05 -3.12
N 7.83 -1.10 -3.80
H 5.28 -2.39 -2.42
H 4.54 -3.96 -1.85
H 5.60 -3.98 -3.25
H 6.78 -4.62 -0.96
H 6.60 -3.13 -0.47
H 8.65 -3.90 -2.62
H 8.65 -2.78 -1.41
C 1.10 -3.06 -10.32
C 0.08 -2.37 -9.36
C 0.72 -1.96 -8.04
C 1.72 -0.85 -8.08
N 2.47 0.05 -8.07
H 1.90 -2.39 -10.63
H 0.58 -3.40 -11.22
H 1.57 -3.91 -9.82
H -0.79 -3.02 -9.36
H -0.30 -1.50 -9.90
H 1.02 -2.78 -7.39
H 0.04 -1.40 -7.40
C 4.01 -2.09 5.58
C 5.07 -2.44 6.64
C 5.72 -3.81 6.45
C 6.96 -3.88 7.16
N 7.98 -3.87 7.68
H 4.37 -1.52 4.73
H 3.18 -1.61 6.11
H 3.52 -2.91 5.06
H 4.65 -2.39 7.64
H 5.83 -1.66 6.60
H 6.10 -4.15 5.48
H 5.09 -4.59 6.88
C -7.27 1.03 -2.92
C -7.46 1.24 -4.41
C -6.20 0.87 -5.12
C -6.22 0.47 -6.49
N -6.26 0.02 -7.52
H -6.97 0.02 -2.65
H -8.17 1.22 -2.34
H -6.50 1.62 -2.42
H -7.78 2.26 -4.62
H -8.33 0.66 -4.74
H -5.57 0.11 -4.68
H -5.56 1.75 -5.19
C -10.08 1.94 7.86
C -10.10 0.86 6.69
C -8.67 0.19 6.58
C -8.51 -0.93 7.50
N -8.46 -1.84 8.19
H -10.22 1.52 8.86
H -10.80 2.71 7.58
H -9.15 2.50 7.84
H -10.42 1.15 5.69
H -10.73 0.00 6.93
H -7.85 0.86 6.84
H -8.36 -0.21 5.61
*
```

Results
E_HOMO ... -8.48 eV
Calculated total energy ... -2738.51428 a.u.
Kohn-Sham gap ... 1.89 eV
Relative energy (zero: lowest compared OMol25 entry of this formula, charge and spin) ... 12.019 eV


# C36H57N3O7

10 unconnected molecules or ions with the total composition C36H57N3O7 (ωB97M-V/def2-TZVPD, the OMol25 dataset).

```
! wB97M-V def2-TZVPD RIJCOSX def2/J DEFGRID3
* xyz 0 1
N -0.26 -12.51 -2.43
C -1.40 -11.85 -2.67
C -2.57 -12.03 -1.95
C -2.58 -12.94 -0.90
C -1.39 -13.60 -0.63
C -0.27 -13.36 -1.39
H -1.39 -11.20 -3.54
H -3.48 -11.50 -2.19
H -3.49 -13.15 -0.36
H -1.36 -14.40 0.11
H 0.66 -13.86 -1.15
N -1.49 -17.92 2.97
C -2.38 -17.52 2.04
C -2.79 -16.19 1.86
C -2.24 -15.25 2.70
C -1.27 -15.63 3.58
C -0.95 -16.95 3.74
H -2.78 -18.29 1.39
H -3.48 -15.91 1.08
H -2.53 -14.21 2.61
H -0.79 -14.87 4.19
H -0.17 -17.25 4.44
N -5.95 -10.86 -6.66
C -6.52 -11.98 -6.23
C -6.13 -12.63 -5.07
C -5.12 -12.11 -4.27
C -4.47 -10.97 -4.77
C -4.95 -10.37 -5.91
H -7.38 -12.35 -6.78
H -6.61 -13.56 -4.80
H -4.90 -12.48 -3.29
H -3.70 -10.45 -4.20
H -4.47 -9.50 -6.35
C -4.34 -10.51 1.47
C -5.53 -10.86 0.61
O -5.38 -11.31 -0.50
C -6.92 -10.63 1.15
H -3.41 -10.85 1.03
H -4.33 -11.03 2.43
H -4.34 -9.44 1.64
H -7.43 -9.75 0.77
H -6.96 -10.55 2.24
H -7.51 -11.49 0.83
C 4.65 -12.98 0.73
C 3.91 -12.69 -0.54
O 4.21 -13.28 -1.56
C 2.78 -11.69 -0.52
H 3.96 -13.33 1.50
H 5.24 -12.12 1.05
H 5.37 -13.77 0.51
H 3.08 -10.84 0.10
H 1.99 -12.17 0.05
H 2.51 -11.42 -1.53
C 1.18 -16.19 -3.02
C 2.51 -16.31 -3.72
O 2.61 -16.18 -4.92
C 3.72 -16.64 -2.87
H 1.33 -15.88 -1.98
H 0.69 -17.16 -3.03
H 0.65 -15.38 -3.51
H 3.61 -17.56 -2.28
H 4.00 -15.77 -2.28
H 4.61 -16.82 -3.48
C 2.52 -12.23 -4.89
C 2.50 -10.71 -4.83
O 3.34 -10.10 -4.20
C 1.38 -9.98 -5.51
H 3.40 -12.63 -4.39
H 2.57 -12.56 -5.93
H 1.67 -12.66 -4.35
H 1.44 -10.04 -6.60
H 1.31 -8.96 -5.15
H 0.44 -10.49 -5.23
C 0.40 -12.32 2.75
C -0.68 -11.37 2.33
O -1.75 -11.31 2.89
C -0.44 -10.50 1.12
H 0.09 -13.09 3.45
H 1.16 -11.68 3.22
H 0.87 -12.77 1.88
H -0.36 -11.15 0.24
H 0.51 -9.97 1.24
H -1.29 -9.85 1.00
C -3.56 -17.77 -2.01
C -3.08 -16.67 -2.92
O -2.20 -16.84 -3.72
C -3.83 -15.35 -2.83
H -4.64 -17.86 -2.09
H -3.30 -17.58 -0.96
H -3.06 -18.69 -2.31
H -4.79 -15.39 -3.34
H -3.18 -14.64 -3.36
H -3.96 -15.05 -1.80
C 1.16 -17.21 0.55
C 2.10 -16.04 0.67
O 1.68 -14.91 0.78
C 3.58 -16.32 0.76
H 0.89 -17.39 -0.49
H 0.29 -17.02 1.16
H 1.65 -18.09 0.96
H 3.79 -16.05 1.80
H 4.14 -15.67 0.10
H 3.83 -17.38 0.69
*
```

Results
SMILES ... c1ccncc1.c1ccncc1.c1ccncc1.CC(C)=O.CC(C)=O.CC(C)=O.CC(C)=O.CC(C)=O.CC(C)=O.CC(C)=O
E_HOMO ... -9.12 eV
Calculated total energy ... -2096.85420 a.u.
Kohn-Sham gap ... 9.48 eV


# C36H58Cl2LaP2Si

A molecular structure, C36H58Cl2LaP2Si (ωB97M-V/def2-TZVPD, the OMol25 dataset).

```
! wB97M-V def2-TZVPD RIJCOSX def2/J DEFGRID3
* xyz -1 1
La 0.18 0.14 -1.22
Cl -1.53 -1.66 -2.03
P 2.47 -1.58 -2.33
C 1.82 -1.06 -3.96
C 3.88 -0.54 -1.84
C 2.89 -3.33 -2.46
C 0.73 0.04 -3.99
H 1.36 -1.99 -4.35
C 2.98 -0.65 -4.87
H 3.48 0.26 -4.51
H 2.59 -0.42 -5.87
H 3.74 -1.43 -5.00
H -0.26 -0.33 -3.66
H 0.57 0.34 -5.03
H 1.05 0.99 -3.49
H 1.98 -3.76 -2.92
C 3.10 -4.04 -1.11
C 4.06 -3.51 -3.43
H 3.74 -3.35 -4.47
H 4.44 -4.54 -3.38
H 4.90 -2.84 -3.21
H 2.32 -3.82 -0.38
H 4.08 -3.79 -0.67
H 3.09 -5.12 -1.29
C 3.51 0.95 -1.71
H 4.60 -0.63 -2.67
C 4.59 -1.02 -0.56
H 2.98 1.38 -2.58
H 4.45 1.52 -1.63
H 2.96 1.17 -0.78
H 3.91 -1.03 0.30
H 5.41 -0.32 -0.34
H 5.04 -2.01 -0.67
Cl 0.56 -0.47 1.28
H 1.50 -1.62 -1.28
P -2.58 -2.78 1.77
C -3.00 -4.56 1.51
C -2.40 -2.38 3.55
C -3.96 -1.78 1.06
C -1.73 -5.35 1.15
H -3.64 -4.51 0.60
C -3.79 -5.19 2.65
H -3.24 -5.17 3.60
H -3.98 -6.24 2.40
H -4.76 -4.70 2.80
H -1.10 -4.78 0.46
H -2.02 -6.27 0.65
H -1.16 -5.59 2.05
H -4.22 -2.35 0.15
C -3.43 -0.40 0.60
C -5.19 -1.70 1.96
H -5.73 -2.65 1.99
H -5.87 -0.93 1.56
H -4.93 -1.42 2.99
H -2.56 -0.07 1.19
H -4.23 0.35 0.67
H -3.10 -0.47 -0.44
C -1.14 -3.06 4.10
H -3.30 -2.79 4.04
C -2.32 -0.87 3.80
H -1.20 -4.16 4.08
H -1.00 -2.76 5.14
H -0.25 -2.75 3.53
H -1.49 -0.42 3.23
H -2.13 -0.70 4.87
H -3.24 -0.34 3.54
C -1.95 4.04 4.45
C -2.63 3.08 3.69
C -2.15 2.71 2.42
C -0.95 3.28 1.93
C -0.28 4.25 2.70
C -0.78 4.62 3.95
Si -0.31 2.74 0.29
C -1.24 3.63 -1.06
C -1.60 3.04 -2.29
C -2.08 3.85 -3.33
C -2.29 5.22 -3.12
C -2.02 5.79 -1.87
C -1.51 4.99 -0.83
C 1.50 3.22 0.19
C 1.99 3.98 -0.89
C 3.31 4.42 -0.89
C 4.16 4.11 0.17
C 3.68 3.34 1.25
C 2.36 2.89 1.25
H -2.33 4.33 5.43
H -3.55 2.63 4.07
H -2.71 2.00 1.81
H 0.63 4.72 2.32
H -0.24 5.37 4.54
H -1.53 1.94 -2.44
H -2.30 3.41 -4.30
H -2.68 5.85 -3.93
H -2.20 6.85 -1.69
H -1.30 5.44 0.14
H 1.32 4.24 -1.72
H 3.68 5.01 -1.73
H 5.19 4.46 0.17
H 4.34 3.12 2.09
H 1.99 2.28 2.08
*
```

Results
E_HOMO (spin up / spin down) ... -0.77 / -0.76 eV
Calculated total energy ... -3330.68882 a.u.
Kohn-Sham gap (spin up / spin down) ... 2.98 / 2.99 eV


# C36H59Cl12N2O16Zr

A molecular structure, C36H59Cl12N2O16Zr (ωB97M-V/def2-TZVPD, the OMol25 dataset).

```
! wB97M-V def2-TZVPD RIJCOSX def2/J DEFGRID3
* xyz 1 1
Zr -14.86 -13.23 -15.44
C -12.25 -16.36 -17.16
C -11.80 -15.22 -18.06
C -11.50 -15.88 -19.42
C -11.07 -14.83 -20.48
C -12.22 -13.84 -20.69
C -12.73 -13.20 -19.34
N -12.88 -14.22 -18.27
O -13.43 -13.66 -17.07
C -14.15 -12.71 -19.66
C -11.88 -11.98 -18.92
C -10.47 -14.65 -17.50
H -13.18 -16.82 -17.46
H -12.38 -15.95 -16.15
H -11.43 -17.05 -16.97
H -12.29 -16.53 -19.82
H -10.71 -16.63 -19.35
H -10.86 -15.33 -21.42
H -10.19 -14.24 -20.21
H -13.06 -14.37 -21.15
H -11.95 -13.00 -21.32
H -14.81 -13.53 -19.92
H -14.21 -11.99 -20.48
H -14.50 -12.15 -18.78
H -11.87 -11.76 -17.85
H -12.24 -11.08 -19.42
H -10.84 -12.11 -19.23
H -9.81 -15.47 -17.21
H -10.69 -14.05 -16.62
H -9.99 -13.97 -18.20
C -14.32 -9.59 -13.25
C -12.94 -9.79 -13.86
C -11.99 -8.96 -12.96
C -10.47 -9.23 -13.19
C -10.25 -10.70 -12.92
C -11.10 -11.61 -13.79
N -12.49 -11.19 -13.71
O -13.36 -12.10 -14.26
C -10.90 -13.03 -13.17
C -10.55 -11.72 -15.24
C -12.83 -9.30 -15.29
H -14.71 -8.58 -13.39
H -14.28 -9.76 -12.17
H -15.02 -10.32 -13.66
H -12.16 -9.05 -11.89
H -12.15 -7.89 -13.10
H -9.82 -8.65 -12.52
H -10.19 -8.95 -14.21
H -10.38 -10.84 -11.85
H -9.16 -10.82 -12.99
H -11.67 -13.31 -12.44
H -9.94 -13.27 -12.70
H -10.88 -13.77 -13.98
H -11.27 -12.23 -15.89
H -9.65 -12.34 -15.23
H -10.40 -10.78 -15.77
H -13.46 -9.87 -15.98
H -11.82 -9.31 -15.69
H -13.23 -8.28 -15.31
C -17.33 -10.53 -17.47
C -16.36 -11.46 -16.80
O -16.46 -12.73 -16.84
O -15.40 -11.14 -16.07
H -17.07 -9.55 -17.08
H -18.37 -10.77 -17.25
H -17.16 -10.44 -18.55
C -14.72 -14.20 -9.27
Cl -15.08 -13.25 -7.81
Cl -14.13 -15.77 -8.86
Cl -13.65 -13.26 -10.34
H -15.69 -14.38 -9.74
C -10.22 -13.81 -9.29
Cl -10.86 -13.33 -7.69
Cl -10.75 -15.47 -9.61
Cl -8.48 -13.63 -9.41
H -10.66 -13.17 -10.04
C -8.50 -6.09 -16.59
Cl -6.88 -5.51 -17.00
Cl -8.45 -7.75 -15.92
Cl -9.71 -5.90 -17.83
H -8.88 -5.45 -15.80
C -14.19 -5.03 -14.71
Cl -15.43 -6.32 -14.85
Cl -14.73 -3.48 -15.33
Cl -12.69 -5.53 -15.45
H -14.05 -4.85 -13.65
C -12.67 -17.07 -11.85
C -13.25 -18.03 -12.95
O -13.73 -17.18 -13.95
C -13.53 -15.91 -13.64
O -13.86 -14.95 -14.30
O -12.98 -15.85 -12.44
H -11.60 -17.26 -11.74
H -13.16 -17.32 -10.92
H -14.07 -18.61 -12.54
H -12.39 -18.65 -13.21
C -6.02 -9.87 -13.58
C -6.32 -10.76 -14.79
O -5.11 -11.47 -14.98
C -4.25 -11.19 -14.06
O -3.17 -11.71 -13.98
O -4.77 -10.36 -13.10
H -6.77 -9.89 -12.79
H -5.93 -8.85 -13.95
H -6.60 -10.14 -15.64
H -7.16 -11.44 -14.62
C -13.05 -8.36 -18.30
C -14.45 -7.83 -18.03
O -15.15 -8.14 -19.20
C -14.24 -8.35 -20.20
O -14.49 -8.44 -21.35
O -12.99 -8.41 -19.70
H -12.97 -9.36 -17.88
H -12.22 -7.79 -17.86
H -14.51 -6.76 -17.81
H -14.84 -8.36 -17.15
C -10.27 -5.13 -12.09
C -9.59 -4.13 -11.19
O -8.62 -3.52 -12.00
C -8.43 -4.33 -13.07
O -7.72 -4.13 -14.01
O -9.23 -5.42 -12.99
H -11.16 -4.78 -12.62
H -10.48 -6.07 -11.58
H -9.14 -4.58 -10.31
H -10.35 -3.50 -10.73
*
```

Results
E_HOMO ... -9.91 eV
Calculated total energy ... -8289.58446 a.u.
Kohn-Sham gap ... 5.23 eV